The following is a quantum chemistry calculation of a cluster of 2 separate species, C4H11NO in total at a distorted geometry, from the OMol25 dataset.

Last column: natural (NBO) charge in e.
CARTESIAN COORDINATES (ANGSTROEM)
1 C -0.72794 1.08467 0.01493  -0.415
2 N -0.00327 -0.17660 -0.02787  -0.606
3 C 1.16521 -0.04949 -0.92143  -0.258
4 C 3.02325 -1.63997 -0.95532  -0.362
5 C 1.75851 -1.38487 -1.25576  -0.195
6 H -1.26753 1.37558 -0.89731  0.166
7 H -1.49365 1.07341 0.78725  0.191
8 H 0.00742 1.85450 0.23057  0.193
9 H -0.63341 -0.86260 -0.43434  0.340
10 H 1.89499 0.57128 -0.39983  0.190
11 H 0.83967 0.51426 -1.80832  0.170
12 H 3.52330 -2.58235 -1.13067  0.196
13 H 3.66276 -0.91670 -0.45713  0.188
14 H 1.04012 -2.19744 -1.30098  0.200
15 H -4.11322 1.13958 3.64113  0.473
16 H -4.10971 0.86200 2.10592  0.470
17 O -4.56650 1.33473 2.80916  -0.942

For the energy above the lowest of the compared OMol25 structures with the same formula, charge and spin, the calculation gives 48.0 kcal per mole. As for the SMILES: C=CCNC.O. As for the net charge: 0. As for the spin multiplicity: 1. The gap between HOMO and LUMO comes out at 9.8981 eV. For the molar mass, the calculation gives 89.138 g mol⁻¹. The largest force on an atom comes out at 1.8 eV/Å.